(1)
The following is a quantum chemistry calculation of a structure of composition C27H39HfI2N6O3S2Se2, from the OMol25 dataset.

Values from the calculation:
LUMO energy: -3.36 eV
ΔE to the lowest compared entry with this formula, charge and spin: 0.622 eV
Total energy: -213585.4104 eV
Net charge: +1
Kohn-Sham gap: 7.16 eV
Maximum force: 0.45 eV/A

Geometry as XYZ:
```
82
Properties=species:S:1:pos:R:3:forces:R:3
Hf -1.4942 2.3455 1.1511 0.0 0.4 -0.2
C -5.6553 3.5133 -3.6531 0.0 0.0 0.0
C -5.8416 2.3953 -2.6387 0.0 0.0 0.0
N -5.3960 2.7724 -1.3026 0.0 0.0 0.0
C -4.1245 2.6808 -0.8984 0.1 0.0 0.0
S -3.7608 3.3147 0.6881 -0.3 0.1 0.0
N -3.2341 2.1573 -1.6929 -0.1 0.0 -0.1
N -1.9929 2.0268 -1.1308 0.1 0.0 0.1
C -1.0235 1.7816 -1.9484 -0.2 -0.1 0.0
C -1.1694 1.7295 -3.4311 0.0 0.0 0.0
C 0.2659 1.4500 -1.3310 0.1 0.0 0.0
C 1.3948 1.1893 -2.0853 0.0 0.0 0.0
C 2.5737 0.8279 -1.4451 0.0 0.0 0.0
C 2.5626 0.6944 -0.0724 0.0 0.0 0.0
C 1.3891 0.9548 0.6161 0.0 0.1 -0.1
N 0.2681 1.3683 0.0157 0.3 -0.3 0.0
H -5.9638 3.1799 -4.6440 0.0 0.0 0.0
H -4.6077 3.8114 -3.7014 0.0 0.0 0.0
H -6.2505 4.3879 -3.3897 0.0 0.0 0.0
H -5.2778 1.5121 -2.9336 0.0 0.0 0.0
H -6.8887 2.1035 -2.5608 0.0 0.0 0.0
H -6.0265 3.2742 -0.7005 0.0 0.0 0.0
H -2.1951 1.9212 -3.7212 0.0 0.0 0.0
H -0.8615 0.7513 -3.8049 0.0 0.0 0.0
H -0.5179 2.4762 -3.8904 0.0 0.0 0.0
H 1.3612 1.2722 -3.1612 0.0 0.0 0.0
H 3.4642 0.6160 -2.0208 0.0 0.0 0.0
H 3.4387 0.3742 0.4735 0.0 0.0 0.0
H 1.3270 0.8201 1.6858 0.0 0.0 0.0
I -5.6141 0.8725 3.2627 0.0 0.0 0.0
C -4.1333 -0.5770 2.8522 0.0 0.0 0.0
I -3.3242 -0.4982 0.8837 0.1 0.1 0.0
H -4.5629 -1.5640 2.9679 0.0 0.0 0.0
H -3.3021 -0.4156 3.5285 0.0 0.0 0.0
O 2.1159 3.9741 5.0947 0.0 0.0 0.0
C 0.8009 4.4892 5.0140 0.0 0.0 0.0
C 0.0556 3.7235 3.9061 0.0 0.0 0.0
C -1.3016 4.3960 3.8048 0.1 0.1 0.1
O -2.1667 3.6004 2.9739 -0.3 -0.1 0.1
C -0.0898 2.2736 4.4007 0.0 0.0 0.0
Se -0.8356 0.8670 3.2135 0.1 0.1 0.0
C 0.8934 3.8398 2.6054 0.0 0.0 0.0
Se -0.0096 4.4633 0.9367 0.0 -0.2 0.0
H 2.5999 4.4379 5.7853 0.0 0.0 0.0
H 0.8120 5.5572 4.7620 0.0 0.0 0.0
H 0.2714 4.3646 5.9654 0.0 0.0 0.0
H -1.2089 5.3919 3.3678 0.0 0.0 0.0
H -1.7605 4.4627 4.7936 0.0 0.0 0.0
H -3.0523 3.9881 2.9447 0.1 0.0 0.0
H -0.7039 2.2636 5.3016 0.0 0.0 0.0
H 0.8985 1.9069 4.6685 0.0 0.0 0.0
H 1.4143 2.9047 2.4099 0.0 0.0 0.0
H 1.6749 4.5827 2.7460 0.0 0.0 0.0
C 0.6460 -6.5255 -3.4756 0.0 0.0 0.0
C 0.2666 -5.4841 -2.4320 0.0 0.0 0.0
C 1.3507 -5.3463 -1.3711 0.0 0.0 0.0
N 0.9911 -4.3991 -0.3157 0.0 0.0 0.0
C 0.9145 -3.0734 -0.4247 0.1 0.0 -0.1
S 0.0360 -2.1123 0.6057 -0.1 -0.1 0.1
N 1.5894 -2.4849 -1.4992 0.0 0.0 0.0
C 2.9193 -2.5546 -1.9086 0.0 0.0 0.0
O 3.2429 -1.9451 -2.9065 0.0 0.0 0.0
C 3.9083 -3.3063 -1.0871 0.0 0.0 0.0
C 3.8723 -3.3050 0.3044 0.0 0.0 0.0
C 4.8654 -3.9585 1.0179 0.0 0.0 0.0
C 5.8822 -4.6231 0.3466 0.0 0.0 0.0
C 5.9240 -4.6161 -1.0419 0.0 0.0 0.0
C 4.9476 -3.9458 -1.7582 0.0 0.0 0.0
H -0.1216 -6.6093 -4.2435 0.0 0.0 0.0
H 0.7728 -7.5101 -3.0226 0.0 0.0 0.0
H 1.5830 -6.2626 -3.9700 0.0 0.0 0.0
H -0.6754 -5.7528 -1.9472 0.0 0.0 0.0
H 0.1104 -4.5122 -2.9072 0.0 0.0 0.0
H 2.2989 -5.0586 -1.8215 0.0 0.0 0.0
H 1.5297 -6.3046 -0.8817 0.0 0.0 0.0
H 0.4946 -4.7664 0.4817 0.0 0.0 0.0
H 1.1310 -1.6529 -1.8433 0.0 0.0 0.0
H 3.0890 -2.7788 0.8363 0.0 0.0 0.0
H 4.8465 -3.9475 2.0995 0.0 0.0 0.0
H 6.6502 -5.1397 0.9068 0.0 0.0 0.0
H 6.7232 -5.1251 -1.5634 0.0 0.0 0.0
H 4.9768 -3.9063 -2.8392 0.0 0.0 0.0
```
Forces are in eV/Å.

(2)
The following is a quantum chemistry calculation of the ion C5H4NO2 with charge -1, from the OMol25 dataset.

Values from the calculation:
LUMO energy: 4.01 eV
ΔE to the lowest compared entry with this formula, charge and spin: 0.826 eV
SMILES string: C=C[C@@H](C#N)C(=O)[O-]
Total energy: -10834.7975 eV
Net charge: -1
Kohn-Sham gap: 8.75 eV
Maximum force: 5.77 eV/A

Geometry as XYZ:
```
12
Properties=species:S:1:pos:R:3:forces:R:3
C -1.5062 0.2726 2.1561 -0.2 2.1 -0.3
C -1.6437 -2.0872 1.0790 0.5 -1.3 0.5
C -0.0043 0.7372 -0.6678 -1.4 1.5 3.4
C -0.1622 -0.3223 0.1484 0.5 -0.4 0.4
C -0.6885 -0.7870 1.6169 -3.1 1.3 -4.7
N -2.0480 1.2945 2.2964 0.4 -1.5 0.4
O -2.5497 -1.8363 0.2875 0.2 0.8 0.3
O -1.2382 -3.1983 1.4879 0.2 1.0 0.2
H -0.3421 1.7314 -0.1551 0.7 -1.4 -1.5
H 0.4068 0.7128 -1.6804 -0.3 -0.1 0.5
H 0.1321 -1.2527 -0.2493 0.6 -1.1 -0.8
H 0.0955 -1.0879 2.1932 2.0 -0.9 1.6
```
Forces are in eV/Å.

(3)
The following is a quantum chemistry calculation of a cluster of 2 separate species, C24H21N4O3 in total, from the OMol25 dataset.

Values from the calculation:
LUMO energy: -5.12 eV
Total energy: -37320.3694 eV
Net charge: +1
Kohn-Sham gap: 5.48 eV
Maximum force: 4.49 eV/A

Geometry as XYZ:
```
52
Properties=species:S:1:pos:R:3:forces:R:3
C 5.8042 -1.2091 2.9610 0.4 -0.5 -0.3
O 5.3716 -0.0980 3.7108 -2.5 1.1 0.0
C 4.0273 0.2290 3.5540 1.2 -0.2 0.3
C 3.1254 -0.4921 2.7568 0.7 -0.3 0.0
C 1.8056 -0.1428 2.6958 -0.4 0.5 0.3
C 1.3082 0.9700 3.4114 0.1 -0.2 -0.2
C -0.0807 1.2742 3.4607 -0.5 -1.7 0.4
C -1.1109 0.3043 3.4161 0.9 1.6 -0.3
C -2.5369 0.5414 3.3602 -0.6 -0.1 0.1
C -3.3042 1.6937 3.1611 0.4 -0.4 0.0
C -4.6747 1.5884 3.1684 -0.1 -0.1 0.0
C -5.2978 0.3533 3.3745 0.1 0.2 0.0
C -4.5622 -0.7903 3.5722 0.6 -0.7 0.1
C -3.1696 -0.7002 3.5563 -0.1 0.9 -0.2
N -2.1696 -1.6732 3.7165 1.6 0.7 -0.1
C -2.3682 -3.0863 4.0289 0.2 -0.1 0.0
C -0.9475 -1.0699 3.6245 -1.5 -0.9 0.2
C 2.2352 1.7357 4.1540 -0.3 -0.2 -0.3
C 3.5438 1.3514 4.2458 0.6 -0.1 0.2
H 6.8637 -1.3680 3.1651 -0.2 0.2 0.1
H 5.2509 -2.1021 3.2550 0.1 -0.1 -0.1
H 5.6748 -1.0139 1.8954 0.0 -0.1 -0.1
H 3.4750 -1.3353 2.1917 0.0 -0.2 -0.2
H 1.1282 -0.6962 2.0687 0.0 -0.1 -0.2
H -0.3634 2.2809 3.7125 -0.2 0.4 -0.1
H -2.8180 2.6360 2.9868 0.0 0.3 0.0
H -5.2771 2.4694 3.0175 -0.1 0.1 0.0
H -6.3739 0.2991 3.3721 -0.1 0.0 0.0
H -5.0372 -1.7398 3.7435 -0.2 -0.2 0.0
H -3.4252 -3.3352 4.0713 0.0 0.2 -0.1
H -1.8948 -3.7002 3.2660 0.0 0.0 -0.1
H -1.9164 -3.3189 4.9913 0.0 0.0 0.0
H -0.0182 -1.5827 3.8009 -0.1 -0.3 0.1
H 1.8786 2.5904 4.7028 0.0 0.2 0.1
H 4.2256 1.8865 4.8819 0.2 0.2 0.1
C -0.1666 1.4663 -0.6466 -1.3 -1.1 0.4
N -1.3393 1.9265 -0.3062 -3.6 1.3 0.9
N -2.3722 2.3899 -0.0131 4.0 -1.8 -1.1
C 0.8996 2.3461 -0.8830 1.4 1.8 -0.3
C 2.1763 1.8983 -1.2744 -1.0 -0.1 0.3
C 3.1741 2.7977 -1.5315 0.7 0.4 -0.2
C 2.9507 4.1605 -1.3954 -0.5 -0.5 0.1
N 4.0351 5.0886 -1.6593 1.5 1.4 -0.5
O 3.8332 6.2998 -1.4983 0.0 -1.7 -0.1
O 5.1214 4.6276 -2.0379 -1.5 0.4 0.5
C 1.6994 4.6222 -1.0118 0.5 0.7 -0.1
C 0.6930 3.7323 -0.7569 0.0 -0.7 0.0
H -0.0471 0.4054 -0.7734 -0.4 -0.2 0.0
H 2.3531 0.8422 -1.3756 0.1 -0.3 -0.1
H 4.1488 2.4722 -1.8578 0.1 -0.1 0.0
H 1.5407 5.6862 -0.9329 0.0 0.1 0.0
H -0.2866 4.0701 -0.4658 -0.1 0.3 0.0
```
Forces are in eV/Å.

(4)
The following is a quantum chemistry calculation of the molecule C3H7NO2, from the OMol25 dataset.

Values from the calculation:
LUMO energy: 0.75 eV
ΔE to the lowest compared entry with this formula, charge and spin: 4.488 eV
SMILES string: [H]/N=C(/CC)OO
Total energy: -8806.0404 eV
Kohn-Sham gap: 11.07 eV
Maximum force: 5.27 eV/A

Geometry as XYZ:
```
13
Properties=species:S:1:pos:R:3:forces:R:3
C -0.9043 0.5511 0.2261 -1.8 -1.0 -0.3
C 1.3249 -0.3514 -0.4250 -1.3 5.0 -1.2
C 0.4400 0.2923 0.6891 0.4 -0.3 1.0
N -1.3130 1.6741 -0.0844 -1.1 1.4 -0.8
O -2.9708 -0.4593 -0.1985 -0.2 2.1 1.1
O -1.6632 -0.6338 0.3090 0.6 -0.1 -0.3
H 1.9787 0.5258 -0.8084 -1.0 -1.8 0.1
H 1.9019 -1.1109 -0.1282 2.4 -2.6 1.6
H 0.7033 -0.7836 -1.2110 -0.1 0.5 -0.2
H 0.2320 -0.4483 1.4868 0.8 0.5 0.1
H 0.6663 1.3409 1.0910 0.7 -1.9 -0.4
H -2.2989 1.6990 -0.3606 0.3 -0.2 0.1
H -3.1111 -1.2126 -0.7314 0.2 -1.6 -1.0
```
Forces are in eV/Å.

(5)
The following is a quantum chemistry calculation of a structure of composition C10H13N2O6Re, from the OMol25 dataset.

Values from the calculation:
LUMO energy (alpha / beta): -13.21 / -14.29 eV
ΔE to the lowest compared entry with this formula, charge and spin: 2.518 eV
Total energy: -27939.1331 eV
Net charge: +3
⟨S²⟩: 3.80
Kohn-Sham gap (alpha / beta): 5.76 / 5.55 eV
Multiplicity: 4
Maximum force: 6.81 eV/A

Geometry as XYZ:
```
32
Properties=species:S:1:pos:R:3:forces:R:3
O 0.0940 4.4705 -2.5311 0.6 -5.1 1.4
C 0.2079 3.3715 -2.2160 -0.4 2.0 -0.4
Re 0.3259 -1.0210 -0.5830 -0.9 0.5 0.2
O 0.4677 1.2793 1.5181 -0.4 -2.7 -2.7
C 0.4270 0.4302 0.7178 1.5 4.2 4.3
C 0.3355 -2.9808 -0.3564 0.6 -6.8 0.4
O 0.3311 -4.1417 -0.2307 -0.1 5.0 -0.5
C 1.7127 -0.6222 -1.8706 3.9 1.0 -3.6
O 2.5366 -0.3707 -2.6669 -3.4 -1.1 3.4
C -1.0949 -0.5293 -1.7862 -4.5 1.0 -4.3
O -1.9473 -0.2303 -2.5304 3.3 -1.1 3.1
H 0.2885 1.8378 -1.6943 -0.2 3.0 -1.1
C 1.7758 -2.3940 2.9312 0.6 0.1 -0.3
N 0.7959 -1.8773 3.8496 -1.1 0.1 0.2
C 1.0352 -2.0836 5.2662 0.3 -0.2 0.9
C -0.3984 -1.4921 3.3063 0.5 -0.9 -1.3
O -0.6430 -1.6984 2.0896 0.3 0.4 0.5
N -1.3544 -0.9110 4.1076 0.3 1.0 -0.6
C -1.0527 -0.0728 5.2590 -0.1 0.2 0.6
C -2.6035 -0.6661 3.4262 -1.1 -0.2 0.3
H 2.6905 -2.6032 3.4902 -0.1 0.0 -0.3
H 1.9663 -1.6397 2.1576 0.1 -0.2 0.1
H 1.4157 -3.3033 2.4349 0.0 0.0 0.2
H 1.3347 -1.1521 5.7709 0.0 -0.2 -0.2
H 0.1591 -2.5049 5.7819 0.2 0.1 -0.3
H 1.8688 -2.7889 5.3558 -0.3 0.2 0.1
H -0.0919 0.4426 5.1404 -0.1 -0.2 0.0
H -1.8451 0.6757 5.3448 0.2 -0.2 0.0
H -1.0387 -0.6712 6.1778 -0.1 0.1 -0.1
H -2.4672 -0.0216 2.5447 0.2 -0.1 0.2
H -3.0281 -1.6151 3.0806 0.1 0.1 -0.1
H -3.2991 -0.1956 4.1215 0.1 -0.1 -0.1
```
Forces are in eV/Å.

(6)
The following is a quantum chemistry calculation of the molecule C18H21N3OS, from the OMol25 dataset.

Values from the calculation:
LUMO energy: 0.39 eV
ΔE to the lowest compared entry with this formula, charge and spin: 5.661 eV
SMILES string: CN1CCN(C2=Cn3c(CO)ccc3Sc3ccccc32)CC1
Total energy: -36355.8988 eV
Kohn-Sham gap: 8.00 eV
Maximum force: 4.56 eV/A

Geometry as XYZ:
```
44
Properties=species:S:1:pos:R:3:forces:R:3
O -0.5141 4.1757 1.7576 -0.8 -0.4 -0.2
S -0.2130 -1.4842 3.2212 0.6 -0.9 -0.7
C -0.6902 0.8646 4.5380 -0.4 1.2 1.7
C -1.0792 2.2043 4.1857 -0.6 -0.9 1.2
C -0.3782 0.9097 1.0190 0.7 -2.1 -1.4
C -0.5844 0.1741 3.3850 0.2 -0.3 0.0
C -0.4002 -0.1884 0.1826 0.7 2.5 1.4
C -1.3053 2.1837 2.8544 1.0 0.9 0.9
C -2.4524 -3.8123 0.9228 0.1 -1.5 -4.3
C -2.5086 -3.1870 -0.4555 -1.1 -1.2 3.9
C -1.7735 -3.1946 1.9046 -0.8 -1.1 2.4
C -2.1009 -1.8891 -0.5248 1.6 -0.1 -0.5
C -1.1958 -1.9709 1.8258 0.5 1.8 -2.7
C -1.2748 -1.3790 0.5304 0.8 1.2 -0.3
N -0.8539 0.9789 2.3202 -2.0 1.1 0.6
N 0.4619 -0.1153 -0.9388 -0.1 -0.1 -2.3
N 2.6436 -0.0218 -3.0192 -1.3 -0.5 -0.1
C -1.6783 3.3617 2.0942 -0.1 0.4 -1.6
C 3.3895 0.0089 -4.2678 0.9 -0.6 -0.8
C 1.1491 1.1528 -1.4261 0.4 0.4 1.3
C 1.1420 -1.3218 -1.4154 2.6 1.7 -0.4
C 1.8652 1.2574 -2.8579 -0.2 -1.4 1.3
C 1.6511 -1.2185 -2.8986 -0.9 1.4 0.0
H 0.2134 3.7381 2.1989 0.3 0.1 0.2
H -0.6429 0.5279 5.5781 0.2 -0.2 -0.7
H -1.3542 3.0252 4.8653 0.3 -0.6 -0.4
H 0.3055 1.7001 0.8252 0.3 0.6 -0.5
H -2.6969 -4.9056 1.0687 -0.1 1.5 -0.3
H -2.9875 -3.6663 -1.2946 -0.1 -0.2 0.1
H -1.6874 -3.6415 2.8941 -0.2 -0.4 -0.2
H -2.1873 -1.3918 -1.5238 0.4 -0.1 1.2
H -2.1116 2.8927 1.1989 -0.1 0.9 -0.5
H -2.4255 4.0355 2.5657 0.5 -0.7 -0.1
H 3.7924 -0.9955 -4.5826 -0.2 0.8 0.8
H 4.2410 0.7393 -4.2235 -0.7 -0.7 0.2
H 2.8008 0.2897 -5.1476 -0.4 0.3 0.0
H 0.4690 1.9844 -1.3866 -0.9 0.2 0.0
H 1.8868 1.4652 -0.6300 -0.1 -0.6 -0.8
H 2.0846 -1.5034 -0.8502 -0.4 0.2 0.1
H 0.5441 -2.1495 -1.2421 -1.3 -1.7 0.0
H 2.5056 2.2155 -2.8394 -0.7 -1.7 0.1
H 1.1417 1.3707 -3.7128 0.3 -0.1 0.8
H 2.1152 -2.2129 -3.1838 -0.3 1.5 0.2
H 0.6937 -1.0069 -3.5155 1.5 -0.4 0.4
```
Forces are in eV/Å.